Formula: C13H27O10
Source: OMol25
Level of theory: wB97M-V/def2-TZVPD

The value obtained for the HOMO-LUMO gap is 4.9 eV. The calculation puts the energy above the lowest of the compared OMol25 structures with the same formula, charge and spin at 8.5 kcal per mole. The LUMO energy is 2.68 eV. Its charge is -1. The highest occupied orbital energy is -2.3 eV.

CARTESIAN COORDINATES (ANGSTROEM)
C: -33.31917 -12.21496 -7.72401
O: -33.95211 -11.02632 -7.97006
H: -33.81695 -12.98329 -7.07979
H: -33.10173 -12.69973 -8.70250
H: -32.36379 -12.03738 -7.17980
C: -35.63905 -15.62972 -9.99311
C: -36.03889 -14.70692 -8.85702
O: -37.44445 -14.44166 -9.06954
C: -38.31474 -14.88863 -8.19841
O: -38.05522 -15.52179 -7.20705
O: -39.52750 -14.43245 -8.51867
C: -40.59598 -14.86816 -7.70002
H: -35.86308 -16.67641 -9.77376
H: -34.58871 -15.54022 -10.28411
H: -36.13163 -15.44888 -10.95067
H: -35.53533 -13.74033 -8.82862
H: -35.86966 -15.17545 -7.88796
H: -41.49980 -15.03933 -8.29040
H: -40.85277 -14.03481 -7.04350
H: -40.34463 -15.79607 -7.19278
C: -42.08304 -10.77748 -6.52883
C: -40.59128 -10.41086 -6.45981
O: -39.93080 -11.64230 -6.14193
C: -38.58891 -11.57357 -6.08220
O: -37.94396 -10.68031 -6.52647
O: -38.15733 -12.68404 -5.53888
C: -36.75920 -12.91593 -5.37658
H: -42.47488 -11.17487 -5.59847
H: -42.09879 -11.62700 -7.22302
H: -42.66848 -9.97719 -6.97280
H: -40.48472 -9.83513 -5.53059
H: -40.12726 -9.85760 -7.26984
H: -36.28394 -12.08245 -4.86830
H: -36.29535 -13.16919 -6.32928
H: -36.71503 -13.84240 -4.80481
C: -34.56157 -12.93027 -16.90127
C: -34.47877 -13.91628 -15.73919
O: -33.63728 -13.40112 -14.73300
C: -34.03197 -13.28197 -13.46737
O: -35.01506 -13.79393 -12.98749
O: -33.11737 -12.61707 -12.80894
C: -33.21648 -12.49564 -11.38253
H: -33.57896 -12.53522 -17.18592
H: -35.14236 -12.03293 -16.68328
H: -34.90428 -13.35197 -17.84829
H: -33.98301 -14.83054 -16.07070
H: -35.49378 -14.09661 -15.38624
H: -32.37389 -11.89717 -11.04397
H: -33.09766 -13.49028 -10.96133
H: -34.09308 -11.95186 -11.03744

Cartesian forces (eV/Å) of the 3 atoms listed first:
C -0.1 1.7 -0.5
O -0.2 -0.8 0.3
H -0.5 -0.1 0.0

=====

Formula: C13H28BF3N2O4
Source: OMol25
Level of theory: wB97M-V/def2-TZVPD

The value obtained for the HOMO-LUMO gap is 5.6 eV. The LUMO energy is -0.72 eV. Its charge is 0. The highest occupied orbital energy is -6.3 eV.

CARTESIAN COORDINATES (ANGSTROEM)
C: 2.26643 2.68008 2.37483
C: 2.57576 3.06537 0.78814
B: 1.22540 3.27146 -0.12575
O: 0.90698 4.67615 -0.56090
C: 0.15498 2.11413 -0.58393
C: -1.45839 2.38177 -0.49083
C: -1.70963 1.74567 1.03513
C: -3.16752 1.93019 1.74148
O: -3.94135 3.01366 1.04758
C: -5.23587 3.20487 1.75690
N: -0.93680 0.44984 1.14302
C: -1.65392 -0.87255 1.25932
N: -1.18149 -1.96037 0.32285
C: 0.20228 0.62368 0.14932
H: 3.22857 2.24137 2.92788
H: 1.95094 3.64205 2.96269
H: 1.41351 1.87945 2.37745
H: 3.37648 2.32510 0.30307
H: 3.13434 4.11868 0.83475
H: 1.66806 5.01894 -1.14991
H: 0.49782 1.85552 -1.67162
H: -1.90283 3.44058 -0.71373
H: -1.88399 1.48110 -1.14839
H: -1.03113 2.47525 1.69355
H: -3.86859 0.99531 1.72945
H: -3.00906 2.34796 2.84669
H: -5.37922 2.48213 2.67660
H: -6.17254 3.01935 1.04230
H: -5.24590 4.31479 2.17353
H: -0.45445 0.54393 2.08777
H: -2.81986 -0.82394 1.16503
H: -1.43754 -1.27330 2.36310
H: -1.84070 -2.77145 0.33490
H: -0.19196 -2.24201 0.49461
H: 1.22477 0.38921 0.71094
H: 0.28441 -0.07829 -0.78037
C: 3.23487 -5.09785 -3.02666
C: 1.81780 -4.83546 -3.49695
O: 0.88585 -4.68205 -2.43162
C: 0.80164 -3.40245 -1.74273
O: 0.64642 -2.40938 -2.61299
C: 1.97210 -3.16136 -0.70950
F: 2.30450 -4.32199 -0.07234
F: 1.59710 -2.30095 0.28023
F: 3.11941 -2.67101 -1.23737
H: 3.25069 -5.77065 -2.16454
H: 3.82583 -5.54350 -3.83463
H: 3.73534 -4.17145 -2.74258
H: 1.48552 -5.72711 -4.04233
H: 1.77729 -4.01291 -4.21811
H: -0.04241 -3.59755 -1.06531

Cartesian forces (eV/Å) of the 3 atoms listed first:
C 0.4 -0.1 -0.3
C 1.6 0.7 0.4
B -0.4 2.0 0.0

=====

Formula: C13H28BaN4O4
Source: OMol25
Level of theory: wB97M-V/def2-TZVPD

The value obtained for the HOMO-LUMO gap is 9.6 eV. The LUMO energy is -5.07 eV. Its charge is +2. The highest occupied orbital energy is -14.7 eV.

CARTESIAN COORDINATES (ANGSTROEM)
Ba: 0.75464 -0.77608 -1.82393
C: 0.07650 3.31983 2.07034
N: 0.43140 2.95525 0.67341
C: 0.30418 3.99047 -0.37142
C: 0.73487 1.71443 0.34346
O: 0.96227 1.33125 -0.83024
C: 0.79253 0.67579 1.46507
O: 1.10196 -0.63274 0.97963
C: 2.34758 -1.18415 1.42430
C: 3.32456 -1.35845 0.26575
O: 2.82918 -1.30841 -0.90104
N: 4.59569 -1.55941 0.51544
C: 5.13358 -1.62598 1.90259
C: 5.56363 -1.76984 -0.58465
H: 0.27750 4.37853 2.20133
H: -0.97644 3.12934 2.28058
H: 0.70235 2.78365 2.77445
H: 0.82834 4.88246 -0.03819
H: 0.74544 3.62639 -1.28666
H: -0.74612 4.23197 -0.53586
H: 1.51188 0.99531 2.21498
H: -0.17788 0.64269 1.95776
H: 2.78304 -0.57836 2.21072
H: 2.15292 -2.16494 1.84984
H: 4.37427 -1.95832 2.60223
H: 5.93002 -2.36467 1.91904
H: 5.53525 -0.65984 2.20020
H: 5.10540 -1.51011 -1.52678
H: 6.43162 -1.14015 -0.40442
H: 5.87140 -2.81470 -0.59237
C: -2.26183 -2.49491 0.42554
N: -3.22145 -1.62717 -0.29532
C: -4.65596 -1.80300 0.03598
C: -2.70301 -0.74873 -1.15419
O: -1.40349 -0.71869 -1.23518
N: -3.37541 0.10852 -1.95021
C: -2.64582 1.05122 -2.81784
C: -4.83183 0.19389 -2.21996
H: -2.85106 -3.16164 1.04550
H: -1.58875 -1.93272 1.06365
H: -1.68284 -3.10810 -0.25089
H: -4.69686 -2.52788 0.83785
H: -5.24040 -2.19799 -0.78708
H: -5.10518 -0.88344 0.39988
H: -1.59709 1.08852 -2.58636
H: -3.07334 2.04332 -2.68417
H: -2.77929 0.76944 -3.86271
H: -5.42011 -0.47402 -1.62148
H: -5.00384 -0.03934 -3.26919
H: -5.16403 1.21151 -2.02937

Cartesian forces (eV/Å) of the 3 atoms listed first:
Ba 0.7 -1.1 -2.5
C 0.2 0.1 -0.7
N -0.2 0.2 0.3

=====

Formula: C13H28BeN6O6S
Source: OMol25
Level of theory: wB97M-V/def2-TZVPD

The value obtained for the HOMO-LUMO gap (spin up / spin down) is 4.8 / 4.6 eV. The calculation puts the energy above the lowest of the compared OMol25 structures with the same formula, charge and spin at 0.0 kcal per mole. The LUMO energy (spin up / spin down) is -2.92 / -3.08 eV. Its charge is 0. The highest occupied orbital energy (spin up / spin down) is -7.7 / -7.6 eV.

CARTESIAN COORDINATES (ANGSTROEM)
O: 0.99780 0.14947 -3.82058
H: 1.81216 0.42023 -4.28940
Be: 1.09780 0.16175 -2.03515
N: 0.03482 -1.36094 0.67573
N: -0.34417 -1.19129 -1.95028
N: 0.15369 1.36634 0.61451
N: -0.07779 1.59192 -1.93732
O: -0.10092 -1.30187 1.96389
O: 0.15493 1.25831 1.95885
O: -0.99576 1.58490 -2.91748
O: -1.26592 -0.91494 -2.77567
C: -0.50726 -2.40977 -1.33309
C: -0.26330 -2.52570 0.07287
C: 0.11879 2.62201 0.18295
C: -0.08588 2.73566 -1.24452
C: -0.47855 -3.80143 0.81133
H: -1.40645 -3.75197 1.39293
H: 0.35810 -3.98411 1.49109
H: -0.54683 -4.63662 0.10861
C: -1.27097 -3.38141 -2.13936
H: -0.85327 -3.36716 -3.14929
H: -2.33361 -3.12201 -2.20727
H: -1.19089 -4.39193 -1.75277
C: 0.14001 3.83782 1.04805
C: -0.51199 4.01281 -1.88082
H: 0.42434 3.51918 2.05476
H: -0.84537 4.32587 1.06223
H: 0.87272 4.55548 0.65466
H: -0.75768 3.84737 -2.93215
H: 0.30038 4.74184 -1.81216
H: -1.38464 4.44233 -1.37940
H: 0.10612 0.23992 2.06969
H: -1.17308 0.58428 -3.04363
C: 2.08507 0.02547 -0.64337
H: 1.73091 -0.67091 0.12534
H: 2.30853 0.98459 -0.18682
H: 2.99343 -0.36867 -1.12771
O: 2.17962 -2.91841 2.54237
H: 3.09765 -2.60981 2.45816
H: 1.63841 -2.10819 2.61827
S: -2.89832 -0.04609 -0.16438
C: -3.28845 0.44420 1.41406
N: -2.69998 -0.10130 2.49867
C: -2.76313 0.47760 3.83495
C: -4.06670 1.21647 4.04153
C: -4.33458 2.15171 2.88365
N: -4.18091 1.43236 1.61973
H: -1.91123 -0.72943 2.28626
H: -1.91297 1.15764 3.98198
H: -2.64991 -0.33734 4.55371
H: -4.03330 1.78009 4.97397
H: -4.88000 0.49340 4.11345
H: -3.64492 3.00690 2.91280
H: -5.35159 2.54966 2.90628
H: -4.51824 1.85250 0.75809

Cartesian forces (eV/Å) of the 3 atoms listed first:
O 1.5 -0.3 1.9
H -0.7 -0.3 0.5
Be -1.2 0.8 -1.8